A molecular structure, C26H38Cl2HfN2O. Source: OMol25; level of theory: the ωB97M-V functional and the def2-TZVPD basis.

Last column: natural (NBO) charge in e.
Element x y z (Å)
Hf 0.643785 0.563717 -0.391486  2.255
C -0.652124 -1.474503 0.271026  -0.409
C -1.675667 -0.569122 -0.169898  -0.168
C -1.704889 0.498222 0.789038  -0.035
C -0.684265 0.217808 1.745625  -0.384
C -0.060905 -1.016496 1.459829  -0.134
C 0.936202 -1.749921 2.336070  -0.063
C 0.139149 -2.433183 3.457833  -0.590
C 1.685938 -2.816476 1.536722  -0.598
C 1.947124 -0.782537 2.957260  -0.607
C -2.643531 1.697218 0.977975  -0.101
C -2.649563 2.678901 -0.202083  -0.602
C -2.213397 2.522010 2.200791  -0.600
C -4.060009 1.185457 1.279811  -0.595
C -2.587202 -1.034338 -1.318425  -0.058
C -3.595594 -2.030743 -0.721504  -0.597
C -3.361093 0.041926 -2.081955  -0.603
C -1.755031 -1.766632 -2.384832  -0.597
H -0.390132 -2.397721 -0.219943  0.253
H -0.447478 0.838701 2.594573  0.240
H -0.593501 -3.128935 3.044065  0.208
H -0.395469 -1.696238 4.060602  0.206
H 0.812182 -2.990119 4.113668  0.207
H 1.003344 -3.570122 1.138222  0.202
H 2.400022 -3.328436 2.185071  0.211
H 2.237639 -2.374628 0.706240  0.228
H 1.449415 -0.015904 3.555979  0.198
H 2.543866 -0.288940 2.188103  0.238
H 2.622816 -1.328247 3.619463  0.210
H -1.673729 3.159015 -0.291373  0.204
H -3.389069 3.462841 -0.019563  0.207
H -2.882186 2.212415 -1.151409  0.220
H -1.199587 2.910176 2.084537  0.213
H -2.263046 1.939752 3.121814  0.209
H -2.888765 3.372868 2.308769  0.210
H -4.483873 0.604965 0.464957  0.205
H -4.728760 2.026614 1.478310  0.206
H -4.043930 0.546850 2.165430  0.213
H -4.226334 -1.553245 0.029844  0.209
H -3.078085 -2.863487 -0.242940  0.212
H -4.241905 -2.431721 -1.506168  0.205
H -4.044491 0.611782 -1.460189  0.206
H -3.960259 -0.450152 -2.851200  0.211
H -2.686677 0.731484 -2.589914  0.211
H -1.256649 -2.655476 -2.001762  0.210
H -0.997904 -1.102475 -2.810700  0.217
H -2.410493 -2.087648 -3.196886  0.211
N 1.643341 4.631013 -0.559555  -0.763
C 1.124556 3.434648 -0.816597  0.738
O 0.832443 2.679862 0.140532  -0.716
C 0.905881 3.018422 -2.251400  -0.506
C 0.192033 1.663913 -2.375975  -1.009
H 1.851431 4.886055 0.391804  0.417
H 1.913406 5.245634 -1.306644  0.409
H 1.898969 2.996717 -2.711301  0.249
H 0.365205 3.839965 -2.737542  0.225
H 0.586677 1.128605 -3.242060  0.237
H -0.869787 1.833597 -2.564507  0.212
Cl 5.084926 0.811990 0.853099  -0.024
C 4.833197 -0.469522 -0.297458  0.021
C 5.904090 -1.264459 -0.659742  -0.250
C 5.732487 -2.289980 -1.578247  -0.250
C 4.476757 -2.510827 -2.128226  -0.226
C 3.424026 -1.704697 -1.749768  -0.064
Cl 1.841857 -1.981909 -2.440447  0.026
C 3.534952 -0.642977 -0.820951  0.085
N 2.472086 0.102835 -0.480162  -1.161
H 6.873243 -1.075640 -0.217962  0.221
H 6.568347 -2.914422 -1.861255  0.215
H 4.313986 -3.304102 -2.845031  0.223

Force components x, y, z for each atom (eV/Å):
0.0 0.1 0.1
0.0 0.0 0.0
0.0 0.0 0.0
0.0 0.0 -0.1
0.0 0.0 0.0
0.0 0.0 0.0
0.0 0.0 0.0
0.0 0.0 0.0
0.0 0.0 0.0
0.0 0.0 0.0
0.0 0.0 0.0
0.0 0.0 0.0
0.0 0.0 0.0
0.0 0.0 0.0
0.0 0.0 0.0
0.0 0.0 0.0
0.0 0.0 0.0
0.0 0.0 0.0
0.0 0.0 0.0
0.0 0.0 0.0
0.0 0.0 0.0
0.0 0.0 0.0
0.0 0.0 0.0
0.0 0.0 0.0
0.0 0.0 0.0
0.0 0.0 0.0
0.0 0.0 0.0
0.0 0.0 0.0
0.0 0.0 0.0
0.0 0.0 0.0
0.0 0.0 0.0
0.0 0.0 0.0
0.0 0.0 0.0
0.0 0.0 0.0
0.0 0.0 0.0
0.0 0.0 0.0
0.0 0.0 0.0
0.0 0.0 0.0
0.0 0.0 0.0
0.0 0.0 0.0
0.0 0.0 0.0
0.0 0.0 0.0
0.0 0.0 0.0
0.0 0.0 0.0
0.0 0.0 0.0
0.0 0.0 0.0
0.0 0.0 0.0
0.0 0.0 0.0
0.0 0.0 0.0
0.0 0.0 0.0
0.0 0.0 0.0
0.0 -0.1 0.0
0.0 0.0 0.0
0.0 0.0 0.0
0.0 -0.1 0.0
0.1 0.0 0.0
0.0 0.0 0.0
0.0 0.0 0.0
0.0 0.0 0.0
0.0 0.0 0.0
0.0 0.0 0.0
0.0 0.0 0.0
0.0 0.0 0.0
0.0 0.0 0.0
0.0 0.0 0.0
0.0 0.0 0.1
-0.1 0.0 -0.2
0.0 0.0 0.0
0.0 0.0 0.0
0.0 0.0 0.0

Properties
Lowest unoccupied orbital energy: 0.00905 hartree
HOMO energy: -7.02 eV
Frontier orbital gap: 7.3 eV
F_max: 0.200 eV/A
Molar mass: 644.00 g mol⁻¹



A molecular structure, C26H38Cl3GeN5O3SSiV. Source: OMol25; level of theory: the ωB97M-V functional and the def2-TZVPD basis.

Last column: Löwdin spin population.
Element x y z (Å)
V -0.863554 2.516247 0.551498  2.756
N -4.686830 4.284356 1.665958  0.005
C -3.626953 3.494797 1.664197  0.013
N -2.492412 3.767699 1.071771  0.010
C -2.379068 4.973951 0.357665  0.000
N -1.273751 5.320558 -0.223696  0.006
N -0.310479 4.356297 0.009657  -0.011
C 0.930695 4.645013 -0.034150  0.071
C 1.829901 3.600093 0.506956  0.009
C 3.202832 3.726007 0.493600  0.009
C 3.967390 2.754592 1.132663  0.004
C 3.332068 1.694508 1.750379  0.008
C 1.946334 1.625968 1.705235  0.011
N 1.200708 2.560725 1.118007  0.018
C -3.525418 5.871763 0.315331  -0.001
C -3.493458 7.092295 -0.369824  0.000
C -4.602664 7.907941 -0.367881  0.000
C -5.759782 7.524882 0.316691  -0.001
C -5.812913 6.327553 0.999368  0.001
C -4.688532 5.510691 0.988943  -0.002
H -5.514266 3.990358 2.164343  0.000
H -3.719175 2.557457 2.201137  0.001
H 1.288147 5.616650 -0.361728  0.003
H 3.665696 4.572881 0.006903  0.000
H 5.045465 2.838611 1.149173  0.000
H 3.887830 0.930633 2.273363  0.000
H 1.408422 0.805973 2.165439  0.001
H -2.590665 7.374626 -0.891047  0.000
H -4.579258 8.850318 -0.896060  0.000
H -6.624469 8.173760 0.313451  0.000
H -6.707202 6.029046 1.530508  0.000
C 3.839869 -3.802905 -0.597517  0.000
C 3.637104 -2.347720 -0.210244  0.000
C 3.952362 -1.412780 -1.365690  0.000
C 4.450647 -2.010005 1.025589  0.000
O 2.246507 -2.111541 0.184795  0.000
Si 0.852816 -2.261801 -0.596941  0.000
S 0.321088 -0.321634 -1.509399  0.007
O -0.412127 -2.239072 0.459937  0.001
C -0.522756 -3.127085 1.659728  0.000
C -1.998132 -3.246111 1.972906  0.000
C 0.242616 -2.453953 2.785253  0.000
C 0.067122 -4.481907 1.310495  0.000
O 0.914329 -3.377796 -1.715460  0.000
C 0.224988 -4.020340 -2.828702  0.000
C 0.865031 -3.481509 -4.096074  0.000
C -1.251943 -3.678241 -2.758895  0.000
C 0.462578 -5.510338 -2.668485  0.000
H 4.901940 -3.984090 -0.763780  0.000
H 3.302635 -4.059188 -1.506814  0.000
H 3.510367 -4.462987 0.205547  0.000
H 4.984022 -1.542907 -1.691801  0.000
H 3.813315 -0.370883 -1.070119  0.000
H 3.311958 -1.626812 -2.225192  0.000
H 5.515900 -2.046472 0.799459  0.000
H 4.248383 -2.718752 1.828227  0.000
H 4.205453 -1.008066 1.378719  0.000
H -2.438029 -2.274350 2.200382  0.000
H -2.123119 -3.880275 2.850503  0.000
H -2.543594 -3.699817 1.146948  0.000
H -0.243973 -1.527874 3.091685  0.000
H 1.267357 -2.243324 2.483380  0.000
H 0.274208 -3.116664 3.650724  0.000
H -0.412671 -4.900095 0.426461  0.000
H -0.104410 -5.168743 2.139147  0.000
H 1.144772 -4.427892 1.144919  0.000
H 0.723473 -2.401986 -4.169336  0.000
H 0.410592 -3.942996 -4.972488  0.000
H 1.932590 -3.700112 -4.110922  0.000
H -1.407327 -2.603786 -2.876688  0.000
H -1.683634 -4.006957 -1.811842  0.000
H -1.789648 -4.177543 -3.564588  0.000
H 1.529358 -5.730724 -2.659965  0.000
H 0.007700 -6.051171 -3.498016  0.000
H 0.021265 -5.879000 -1.742823  0.000
Cl -2.323007 1.667402 -1.261809  0.029
Ge -1.578996 -0.350406 -0.543166  0.013
Cl -3.297305 -1.508578 -0.826634  0.006
Cl -1.506323 0.333543 1.590748  0.029

Force components x, y, z for each atom (eV/Å):
-0.2 -0.5 0.6
0.1 0.0 0.0
0.0 -0.1 0.1
0.0 0.2 -0.2
-0.3 0.3 0.1
0.3 -0.3 0.0
-0.1 0.6 -0.2
0.2 -0.1 0.1
-0.1 0.3 0.0
0.0 -0.1 0.0
0.0 0.0 0.0
-0.1 0.0 0.0
0.0 0.0 0.0
0.3 0.1 -0.2
0.1 0.0 -0.1
0.0 0.0 0.0
0.0 0.0 0.0
0.0 0.0 0.0
0.1 0.0 0.0
-0.1 0.0 0.1
0.0 0.0 0.0
0.0 0.0 0.0
0.0 0.0 0.1
0.0 0.0 0.0
0.0 0.0 0.0
0.0 0.0 0.0
0.0 0.0 0.0
0.0 0.0 0.0
0.0 0.0 0.0
0.0 0.0 0.0
0.0 0.0 0.0
0.0 0.0 0.0
0.0 0.0 0.0
0.0 0.0 0.0
0.0 0.0 0.0
-0.1 -0.1 0.1
0.2 0.2 -0.2
0.2 0.0 -0.2
-0.1 -0.2 0.0
0.0 0.1 -0.1
-0.1 0.0 0.0
0.0 -0.1 0.1
0.0 0.0 0.0
0.1 -0.1 0.1
0.0 0.1 0.0
0.0 0.0 0.0
0.0 0.0 0.0
0.0 0.0 0.0
0.0 0.0 0.0
0.0 0.0 0.0
0.0 0.0 0.0
0.0 0.0 0.0
0.0 0.0 0.0
0.0 0.0 0.0
0.0 0.0 0.0
0.0 0.0 0.0
0.0 0.0 -0.1
0.0 0.0 0.0
0.0 0.0 0.0
0.0 0.0 0.0
0.0 -0.1 0.0
0.0 0.0 0.0
0.0 0.0 0.0
0.0 0.0 0.0
0.0 0.0 0.0
0.0 0.0 0.0
0.0 0.0 0.0
0.0 0.0 0.0
0.0 0.0 0.0
0.0 0.0 0.0
0.0 0.0 0.0
0.0 0.0 0.0
0.0 0.0 0.0
0.0 0.0 0.0
0.0 0.0 0.0
-0.1 -0.1 -0.1
-0.1 -0.1 0.4
0.0 -0.1 0.0
-0.1 0.1 -0.1

Properties
Lowest unoccupied orbital energy (spin up / spin down): -0.22950 / -0.23229 hartree
HOMO energy (spin up / spin down): -13.59 / -13.81 eV
Frontier orbital gap (spin up / spin down): 7.3 / 7.5 eV
Spin multiplicity: 4
Total charge: +2
F_max: 0.815 eV/A
Molar mass: 758.69 g mol⁻¹



A molecular structure, C26H38ClFeNO5P. Source: OMol25; level of theory: the ωB97M-V functional and the def2-TZVPD basis.

Last column: Löwdin spin population.
Element x y z (Å)
Fe -0.079728 -0.252543 -0.098701  4.093
O -5.535943 2.195022 1.317341  0.002
C -4.359101 1.645256 0.957411  0.003
C -4.271694 0.350853 0.441461  0.002
C -3.016398 -0.115990 0.112273  0.010
N -1.948501 0.625859 0.309921  0.086
C -2.015144 1.886256 0.716636  0.010
C -3.219360 2.446985 1.076756  0.001
C -0.645219 2.568175 0.590643  0.008
O -0.447798 3.688278 1.008532  0.017
O 0.209614 1.810035 -0.041969  0.094
C -2.665530 -1.406044 -0.641774  0.009
O -3.512081 -2.234012 -0.881687  0.020
O -1.400897 -1.447623 -0.993614  0.113
H -6.253620 1.567925 1.174013  0.000
H -5.143201 -0.265802 0.259557  0.001
H -3.284622 3.472828 1.409767  0.001
Cl 0.720008 -2.704886 0.584247  0.112
C -0.034179 -1.440562 1.614191  0.284
H 0.621467 -1.177090 2.435749  0.020
H -1.020217 -1.791132 1.901204  0.016
C 5.933419 -2.724725 -0.196097  0.000
C 5.481800 -2.325461 1.218157  0.000
C 4.099310 -1.656792 1.213406  0.000
C 3.939125 -0.814477 -0.058923  0.011
C 3.901670 -1.725290 -1.302494  0.001
C 4.736609 -2.999475 -1.098773  0.000
P 2.517818 0.380857 -0.069821  0.053
C 2.731177 1.345964 -1.643980  0.007
C 1.973437 0.723516 -2.820483  0.006
C 1.793468 1.752877 -3.948779  0.001
C 2.967136 2.740417 -4.017923  0.000
C 4.249778 2.058795 -3.560846  0.001
C 4.170014 1.707661 -2.066104  0.002
C 2.850340 1.644111 1.246227  0.005
C 4.329638 2.077010 1.447655  0.002
C 4.817324 1.856203 2.878445  0.000
C 3.936305 2.570510 3.906144  0.000
C 2.439183 2.479864 3.554462  0.000
C 2.159233 1.337619 2.581468  0.001
H 6.593446 -3.592369 -0.149542  0.000
H 6.525515 -1.919100 -0.641877  0.000
H 6.220223 -1.649378 1.658757  0.000
H 5.447131 -3.206925 1.862466  0.000
H 3.978659 -1.058301 2.112562  0.000
H 3.322817 -2.414661 1.242161  0.000
H 4.852036 -0.215360 -0.123536  0.002
H 4.273235 -1.170785 -2.168046  0.000
H 2.869552 -1.997617 -1.535453  0.000
H 5.066233 -3.380262 -2.067029  0.000
H 4.116106 -3.784908 -0.657323  0.000
H 2.202053 2.271386 -1.395802  0.000
H 0.985886 0.366552 -2.506118  0.004
H 2.506560 -0.156270 -3.186269  0.000
H 0.860639 2.299794 -3.795790  0.000
H 1.694699 1.226554 -4.900937  0.000
H 2.773986 3.600091 -3.369167  0.000
H 3.067615 3.138057 -5.028819  0.000
H 5.123218 2.686820 -3.744837  0.000
H 4.398308 1.147451 -4.148876  0.000
H 4.505602 2.561336 -1.474114  0.000
H 4.867585 0.894225 -1.856318  0.000
H 2.302197 2.501923 0.848798  0.000
H 4.418768 3.139897 1.205419  0.000
H 5.000639 1.567867 0.757812  0.000
H 5.850462 2.198440 2.969386  0.000
H 4.840768 0.785091 3.091047  0.000
H 4.234582 3.619085 3.974867  0.000
H 4.118412 2.139459 4.893166  0.000
H 2.104572 3.407003 3.080826  0.000
H 1.840898 2.367532 4.460212  0.000
H 1.082555 1.229730 2.418541  0.000
H 2.505701 0.392572 3.007135  0.000

Force components x, y, z for each atom (eV/Å):
-0.1 0.5 0.1
0.0 0.0 0.0
0.0 0.0 0.0
0.0 -0.1 -0.1
-0.1 -0.3 -0.2
0.3 0.2 -0.1
0.2 0.0 0.0
0.1 0.0 0.0
0.0 -0.2 -0.2
-0.1 -0.1 0.0
-0.4 0.0 0.3
0.4 0.0 -0.1
0.0 0.1 0.0
-0.4 0.2 0.1
0.0 0.0 0.0
0.0 0.0 0.0
0.0 0.0 0.0
0.1 -0.2 0.3
0.1 -0.1 -0.3
0.0 -0.1 0.0
0.0 0.0 0.1
0.1 0.0 0.0
0.0 0.0 0.0
0.0 0.0 -0.2
0.0 0.1 0.0
-0.1 0.0 0.0
0.0 0.0 0.0
0.2 -0.4 -0.2
0.0 0.1 0.1
-0.1 0.0 0.0
-0.1 0.0 0.0
0.0 0.0 0.0
0.0 0.0 0.0
0.0 0.0 0.1
0.0 0.1 -0.1
0.0 0.0 0.0
0.0 0.0 0.0
0.0 0.0 0.0
0.0 0.0 0.0
0.0 -0.1 0.0
0.0 0.0 0.0
0.0 0.0 0.0
0.0 0.0 0.0
0.0 0.0 0.0
0.0 0.1 0.1
-0.1 -0.1 0.0
0.0 0.1 0.0
0.0 0.0 0.0
-0.1 0.0 0.0
0.0 0.0 0.0
0.0 0.0 0.0
0.0 0.0 0.0
0.0 0.0 0.0
0.0 0.0 0.0
0.0 0.0 0.0
0.0 0.0 0.0
0.0 0.0 0.0
0.0 0.0 0.0
0.0 0.0 0.0
0.0 0.0 0.0
0.0 0.0 0.0
0.0 0.0 0.0
0.0 0.0 0.0
0.0 0.0 0.0
0.0 0.0 0.0
0.0 0.0 0.0
0.0 -0.1 0.0
0.0 0.0 0.0
0.0 0.0 0.0
0.0 0.0 0.0
0.0 0.0 0.0
0.1 0.1 0.0
0.0 -0.1 0.0

Properties
Lowest unoccupied orbital energy (spin up / spin down): 0.00612 / -0.02583 hartree
HOMO energy (spin up / spin down): -8.49 / -9.33 eV
Frontier orbital gap (spin up / spin down): 8.7 / 8.6 eV
Spin multiplicity: 6
F_max: 0.503 eV/A
Molar mass: 566.86 g mol⁻¹